Record 1
Density functional theory data (ωB97M-V/def2-TZVPD) for a molecular structure, C48H51Cl3MoN4O4PS.

```
113
Properties=species:S:1:pos:R:3:mulliken_spin:R:1
Mo 0.679 -0.324 0.028 1.078
O 3.123 -1.089 -1.571 -0.006
C 2.342 -0.174 -1.555 -0.080
C 2.515 0.901 -2.587 0.056
C 3.736 1.124 -3.211 0.000
C 3.793 2.057 -4.234 -0.003
C 2.647 2.740 -4.640 0.001
C 1.429 2.510 -4.018 -0.004
C 1.386 1.591 -2.975 -0.017
P -0.004 1.187 -1.936 -0.158
C -0.020 2.236 -0.510 -0.038
C -0.733 1.362 0.448 -0.002
C -0.418 1.628 1.889 -0.011
C 0.284 4.120 1.938 0.129
C 0.880 4.226 0.748 -0.032
C 0.729 3.351 -0.394 0.133
C -1.491 1.580 -2.879 -0.010
C -1.630 1.080 -4.172 -0.006
C -2.700 1.476 -4.955 0.001
C -3.638 2.369 -4.451 -0.003
C -3.496 2.878 -3.168 0.003
C -2.418 2.495 -2.384 0.002
H 4.609 0.564 -2.901 -0.001
H 4.733 2.246 -4.736 0.000
H 2.708 3.456 -5.449 0.000
H 0.536 3.032 -4.336 0.000
H -1.764 1.159 0.189 0.034
H -0.953 0.921 2.532 0.035
H 0.515 4.884 2.672 -0.001
H 1.542 5.071 0.600 0.003
H 1.270 3.659 -1.284 0.008
H -0.910 0.375 -4.567 0.000
H -2.804 1.083 -5.957 0.000
H -4.475 2.676 -5.064 0.000
H -4.217 3.585 -2.780 0.000
H -2.298 2.921 -1.396 0.003
C 0.708 -3.929 -2.900 0.000
C 0.606 -2.413 -3.111 -0.001
C 1.466 -1.983 -4.301 0.002
C -0.844 -2.010 -3.224 0.025
C -1.460 -2.256 -4.448 0.001
C -2.809 -2.039 -4.626 -0.001
C -3.546 -1.580 -3.555 0.000
C -2.995 -1.327 -2.297 -0.007
C -4.096 -0.941 -1.284 0.001
C -3.805 -0.006 -0.118 -0.001
C -4.889 -2.165 -0.791 0.000
C -1.599 -1.528 -2.138 -0.022
N -0.969 -1.375 -0.825 0.033
C -1.615 -2.107 0.089 -0.021
C -1.313 -2.143 1.411 0.006
C -2.039 -2.827 2.412 -0.001
C -1.322 -2.669 3.552 0.003
C -0.127 -1.946 3.221 -0.006
N -0.149 -1.562 1.929 -0.004
C 0.940 -1.846 4.304 -0.020
C 2.341 -1.512 3.822 0.009
C 0.461 -0.812 5.332 0.017
C 1.058 -3.216 5.003 0.001
H 1.753 -4.239 -2.807 0.000
H 0.285 -4.460 -3.755 0.000
H 0.168 -4.248 -2.007 0.000
H 0.997 -1.932 -2.228 -0.013
H 1.283 -2.614 -5.173 0.000
H 2.523 -2.080 -4.048 0.001
H 1.280 -0.948 -4.594 -0.001
H -0.865 -2.644 -5.264 0.000
H -3.284 -2.236 -5.578 0.000
H -4.610 -1.421 -3.683 0.000
H -4.795 -0.380 -1.908 0.000
H -3.140 -0.433 0.632 0.001
H -4.750 0.210 0.384 -0.001
H -3.407 0.944 -0.470 0.001
H -4.431 -2.631 0.084 0.000
H -4.993 -2.922 -1.568 0.000
H -5.890 -1.853 -0.487 0.000
H -2.438 -2.720 -0.252 0.008
H -2.969 -3.356 2.268 0.000
H -1.563 -3.052 4.529 0.000
H 2.376 -0.599 3.249 0.016
H 2.749 -2.313 3.205 0.000
H 2.994 -1.401 4.691 -0.004
H 0.358 0.175 4.884 -0.013
H 1.178 -0.742 6.154 0.002
H -0.509 -1.079 5.753 0.001
H 1.276 -4.007 4.283 0.000
H 0.164 -3.493 5.558 0.000
H 1.884 -3.171 5.716 0.000
O 1.307 -2.682 -0.073 0.007
H 1.993 -2.719 0.621 0.000
H 1.801 -2.932 -0.867 0.001
Cl 6.100 -0.738 -0.209 0.000
C 4.822 -0.097 0.808 0.003
Cl 5.411 0.096 2.478 0.000
Cl 4.325 1.497 0.200 -0.001
C 3.637 -1.114 0.899 -0.005
O 3.898 -2.287 1.015 0.000
O 2.453 -0.605 0.973 -0.043
N 1.583 3.536 6.556 -0.002
C 0.503 2.902 6.075 0.030
S -0.709 2.318 7.007 -0.002
C 0.491 2.724 4.582 -0.026
C 1.668 2.242 3.973 0.307
C 1.849 1.596 2.701 0.147
N 0.972 1.242 1.834 0.219
C -0.683 3.062 2.414 0.022
C -0.656 3.042 3.910 0.262
H 1.659 3.668 7.552 0.000
H 2.255 3.982 5.956 0.000
H 2.555 2.183 4.593 -0.022
H 2.866 1.294 2.486 0.024
H -1.686 3.335 2.072 -0.017
H -1.526 3.333 4.484 -0.032
```

- HOMO level (alpha / beta): -10.2 / -10.2 eV
- Multiplicity: 3
- Total charge: +1
- Orbital gap (alpha / beta): 0.23681 / 0.21553 Ha
- E_LUMO (alpha / beta): -3.7 / -4.3 eV
- Maximum force: 0.8 eV/A
- <S²>: 2.075

Record 2
Density functional theory data (ωB97M-V/def2-TZVPD) for a molecular structure, C21H41FInO9S3.

```
76
Properties=species:S:1:pos:R:3:mulliken_charge:R:1
C 4.108 -2.421 -2.562 -0.540
C 4.871 -1.481 -3.440 0.702
O 6.054 -1.528 -3.644 -0.612
O 4.062 -0.565 -4.007 -0.305
C 4.599 0.764 -4.141 -0.677
C 4.738 1.492 -2.801 -0.416
C 3.697 2.608 -2.592 -0.285
C 3.285 2.796 -1.126 -0.969
C 2.123 1.920 -0.630 -0.539
In 0.306 1.758 -1.907 0.954
C -0.018 -0.459 -2.346 -0.451
C -1.109 -0.699 -3.271 0.243
O -2.074 -1.400 -3.179 -0.600
F -0.995 0.018 -4.443 -0.247
H 3.539 -1.859 -1.823 -0.097
H 4.790 -3.118 -2.082 0.320
H 3.379 -2.976 -3.157 0.308
H 5.554 0.699 -4.666 0.297
H 3.894 1.277 -4.795 0.425
H 5.739 1.930 -2.767 0.262
H 4.658 0.775 -1.977 0.277
H 4.124 3.549 -2.960 0.340
H 2.823 2.413 -3.218 0.118
H 4.181 2.578 -0.521 0.374
H 3.065 3.851 -0.936 0.352
H 2.473 0.906 -0.402 -0.081
H 1.772 2.337 0.322 0.318
H -1.189 2.321 -1.136 -0.435
H 0.527 2.602 -3.450 -0.405
H -0.257 -0.981 -1.421 0.169
H 0.913 -0.850 -2.766 0.169
C 1.206 -1.762 4.058 -0.274
C 0.984 -3.174 3.496 -0.754
C 0.756 -3.019 1.985 -0.895
S 1.649 -1.531 1.498 1.407
O 0.699 -0.525 1.110 -0.607
O 2.764 -1.884 0.657 -0.746
C 2.222 -1.105 3.135 -0.797
H 1.562 -1.779 5.087 0.389
H 0.269 -1.205 4.048 0.192
H 1.863 -3.793 3.686 0.329
H 0.130 -3.662 3.964 0.346
H 1.133 -3.850 1.394 0.442
H -0.292 -2.843 1.749 0.368
H 2.255 -0.020 3.194 0.164
H 3.225 -1.513 3.264 0.402
C -5.964 -1.058 -3.944 -0.595
C -5.321 -2.284 -3.287 -0.434
C -5.833 -2.347 -1.844 -0.656
S -7.464 -1.587 -1.859 1.156
O -7.443 -0.388 -1.057 -0.657
O -8.484 -2.583 -1.624 -0.686
C -7.447 -1.122 -3.589 -0.686
H -5.814 -1.052 -5.022 0.346
H -5.518 -0.147 -3.540 0.308
H -5.621 -3.188 -3.823 0.294
H -4.235 -2.223 -3.313 0.174
H -5.942 -3.362 -1.471 0.367
H -5.212 -1.765 -1.165 0.370
H -7.983 -0.182 -3.697 0.406
H -7.958 -1.913 -4.139 0.335
C -0.484 2.854 3.986 -0.493
C -1.390 3.528 5.026 -0.751
C -1.500 2.577 6.224 -0.676
S 0.029 1.624 6.245 1.179
O -0.292 0.242 5.982 -0.625
O 0.824 1.972 7.396 -0.719
C 0.725 2.344 4.761 0.145
H -0.185 3.541 3.196 0.397
H -1.003 2.018 3.515 0.253
H -0.943 4.472 5.345 0.310
H -2.374 3.752 4.617 0.364
H -1.590 3.089 7.179 0.363
H -2.313 1.864 6.107 0.367
H 1.295 1.580 4.238 -0.447
H 1.383 3.154 5.074 0.355
```

- HOMO level: -5.0 eV
- Total charge: -1
- Orbital gap: 0.25933 Ha
- E_LUMO: 2.1 eV
- Maximum force: 0.7 eV/A

Record 3
Density functional theory data (ωB97M-V/def2-TZVPD) for 2 unconnected molecules or ions with the total composition C5H8N2O2 in a non-equilibrium geometry.

```
17
Properties=species:S:1:pos:R:3:mulliken_charge:R:1
C 0.253 -0.243 0.404 -0.433
C 3.961 0.505 -0.408 0.773
C -1.606 1.473 0.694 -1.240
C -1.907 -0.620 -0.836 -1.410
C -1.282 -0.080 0.449 0.820
N 1.056 -1.022 0.142 0.883
N 2.050 -1.540 -0.271 -1.187
O 3.643 1.122 -1.324 -0.377
O 4.331 -0.030 0.551 -0.395
H -2.216 1.763 1.515 0.361
H -1.990 1.991 -0.213 0.291
H -0.698 1.979 1.125 0.351
H -1.602 -1.639 -0.973 0.397
H -1.621 -0.118 -1.730 0.392
H -3.094 -0.583 -0.641 0.295
H -1.743 -0.642 1.319 0.248
H 2.464 -2.315 0.197 0.230
```

- HOMO level: -8.5 eV
- Orbital gap: 0.33383 Ha
- E_LUMO: 0.6 eV
- Maximum force: 5.1 eV/A

Record 4
Density functional theory data (ωB97M-V/def2-TZVPD) for a molecular structure, C36H33ClIN5O4Sm in a non-equilibrium geometry.

```
81
Properties=species:S:1:pos:R:3:mulliken_spin:R:1
Sm -0.486 -0.425 0.159 5.030
C 2.191 -1.795 3.766 -0.001
C 3.061 -2.747 3.256 0.001
C 3.147 -2.908 1.894 -0.003
C 2.265 -2.143 1.103 -0.001
N 1.433 -1.200 1.600 0.010
C 1.383 -1.062 2.901 0.001
C 2.147 -2.483 -0.418 0.009
C 3.224 -2.876 -1.098 -0.008
C 3.015 -3.408 -2.423 0.000
C 1.791 -3.357 -2.922 -0.007
C 0.676 -2.778 -2.177 0.022
N 0.866 -2.382 -0.885 0.005
C -0.611 -2.779 -2.621 -0.017
C -1.158 -3.191 -3.929 0.002
C -2.362 -2.655 -4.318 -0.003
C -3.027 -1.697 -3.467 0.001
C -2.602 -1.371 -2.268 0.001
N -1.583 -2.191 -1.714 -0.006
H 2.026 -1.663 4.804 0.000
H 3.765 -3.237 3.946 0.000
H 3.826 -3.621 1.496 0.000
H 0.745 -0.282 3.340 -0.001
H 4.206 -2.883 -0.659 0.001
H 3.820 -3.833 -2.972 0.000
H 1.537 -3.892 -3.885 0.000
H -0.643 -3.830 -4.672 0.000
H -2.710 -2.885 -5.318 0.000
H -3.841 -1.173 -3.919 0.000
H -3.110 -0.675 -1.679 0.000
Cl 0.070 6.844 0.621 0.000
C -0.371 5.207 0.341 0.001
C -1.528 5.010 -0.401 0.001
C -1.905 3.674 -0.698 -0.005
I -3.509 3.329 -1.950 0.000
C -1.194 2.571 -0.237 -0.008
O -1.635 1.342 -0.504 -0.023
C 0.057 2.826 0.407 0.006
N 0.853 1.751 0.650 -0.017
C 2.010 1.970 1.197 0.002
C 2.564 3.207 1.583 0.002
C 1.751 4.326 1.367 -0.001
C 0.481 4.105 0.705 0.005
H -2.059 5.860 -0.839 0.000
H 2.635 1.118 1.486 0.002
H 3.503 3.351 2.045 0.000
H 2.038 5.288 1.741 0.000
N 0.090 0.252 -2.343 -0.006
C 0.850 1.415 -2.429 0.002
C 0.280 2.614 -2.913 0.000
C 0.965 3.817 -2.762 0.001
C 2.269 3.800 -2.194 -0.001
C 2.865 2.617 -1.875 0.002
C 2.170 1.425 -2.014 -0.003
H -0.894 0.564 -2.534 0.001
H 0.364 -0.369 -3.132 0.002
H -0.776 2.611 -3.244 0.000
H 0.470 4.674 -3.111 0.000
H 2.812 4.746 -2.076 0.000
H 3.838 2.577 -1.415 0.000
H 2.614 0.472 -1.750 -0.002
C -1.475 -4.740 0.838 0.000
O -1.533 -4.076 -0.431 0.000
C -1.817 -2.802 -0.566 -0.002
O -2.176 -2.071 0.393 -0.004
H -2.412 -5.234 1.197 0.000
H -1.299 -4.033 1.645 0.000
H -0.623 -5.407 0.709 0.000
C -3.398 0.093 4.001 0.000
C -2.570 1.370 4.165 0.000
C -1.918 1.447 2.792 0.001
O -1.545 0.076 2.472 0.009
C -2.454 -0.779 3.212 0.000
H -4.311 0.380 3.432 0.000
H -3.534 -0.306 4.988 0.000
H -1.834 1.335 4.967 0.000
H -3.308 2.196 4.287 0.000
H -1.092 2.061 2.802 0.000
H -2.668 1.788 2.073 0.000
H -1.842 -1.363 3.881 0.000
H -2.865 -1.505 2.503 -0.001
```

- HOMO level (alpha / beta): -8.8 / -8.8 eV
- Multiplicity: 6
- Total charge: +1
- Orbital gap (alpha / beta): 0.22178 / 0.22332 Ha
- E_LUMO (alpha / beta): -2.8 / -2.8 eV
- Maximum force: 3.4 eV/A
- <S²>: 8.759

Computed values of energy relative to the best compared isomer or geometry (same formula, charge and spin) (unit: kcal/mol) for the preceding records, in sequence: 106.4, 0.0, 91.4, 42.2.